Below is a 7-piece molecular cluster, C9H32N6O7 overall in a non-equilibrium geometry, with properties calculated with ωB97M-V with the def2-TZVPD basis set.

Properties
**Relative energy (zero: lowest compared OMol25 entry of this formula, charge and spin)**: 396.5 kJ/mol
**HOMO**: -8.6 eV
**Structure (SMILES)**: NC(N)=O.NC(N)=O.NC(N)=O.CCO.CCO.CO.CO
**E**: -1217.27536 Eh

Structure (ORCA input):
```
! wB97M-V def2-TZVPD RIJCOSX def2/J DEFGRID3
* xyz 0 1
N -0.4796 4.5271 -0.1520
C -0.0736 3.4821 0.4680
N -1.0296 2.9531 1.1670
O 1.2024 3.0911 0.5510
H 0.1804 5.0341 -0.8100
H -1.3396 4.9311 0.1940
H -0.7106 2.1281 1.7230
H -2.0356 3.0761 0.9220
N -3.5616 -1.2179 0.8570
C -2.2646 -1.4799 0.8740
N -1.5076 -0.8359 0.0720
O -1.7776 -2.3019 1.8710
H -4.2236 -1.8699 1.4180
H -3.8966 -0.7309 0.0480
H -0.5136 -1.0539 0.1660
H -1.7196 0.0361 -0.5060
N 0.1614 -2.6099 -4.0440
C -0.0196 -2.2189 -2.7790
N -1.1626 -1.7589 -2.5030
O 0.8584 -2.3689 -1.7570
H 1.0954 -2.9189 -4.3490
H -0.6846 -2.8189 -4.6410
H -1.3576 -1.4409 -1.5980
H -1.8916 -1.5439 -3.1500
C 1.1454 1.9611 3.8380
C 0.3064 0.6791 3.8030
O -0.3106 0.5121 2.5440
H 1.4404 2.2651 4.8450
H 0.5534 2.7331 3.3390
H 2.0154 1.8041 3.1820
H -0.3996 0.6711 4.6470
H 0.9144 -0.1749 3.9350
H 0.2394 -0.1249 2.0410
C 1.7294 2.2691 -2.3410
C 0.5744 1.2621 -2.1070
O -0.2956 1.4411 -3.2580
H 2.5354 2.0021 -1.6840
H 1.3264 3.2411 -2.1280
H 2.1884 2.1871 -3.3840
H 0.1074 1.4061 -1.0870
H 0.9384 0.2381 -2.2570
H -0.0126 0.9511 -4.0750
C 2.3164 -0.0179 0.5670
O 1.2274 -0.9909 0.5690
H 2.5864 0.1711 -0.4570
H 3.2064 -0.4169 1.1050
H 1.9014 0.8471 1.0500
H 1.3074 -1.5939 -0.1760
C 0.0374 -4.2989 0.2390
O -0.5406 -4.7139 1.4560
H -0.5456 -3.4379 -0.1280
H 0.0014 -5.1459 -0.4640
H 1.0394 -3.8759 0.3860
H -0.7796 -3.9419 1.9570
*
```

Calculated atomic charges, method Löwdin, unit e: atom 1 (N): 0.15, atom 2 (C): -0.71, atom 3 (N): 0.16, atom 4 (O): -0.08, atom 5 (H): 0.16, atom 6 (H): 0.11, atom 7 (H): 0.08, atom 8 (H): 0.14, atom 9 (N): 0.15, atom 10 (C): -0.61, atom 11 (N): 0.14, atom 12 (O): -0.10, atom 13 (H): 0.17, atom 14 (H): 0.09, atom 15 (H): 0.07, atom 16 (H): 0.17, atom 17 (N): 0.15, atom 18 (C): -0.62, atom 19 (N): 0.20, atom 20 (O): -0.11, atom 21 (H): 0.13, atom 22 (H): 0.14, atom 23 (H): 0.03, atom 24 (H): 0.13, atom 25 (C): -0.07, atom 26 (C): -0.29, atom 27 (O): -0.11, atom 28 (H): 0.07, atom 29 (H): 0.06, atom 30 (H): 0.07, atom 31 (H): 0.12, atom 32 (H): 0.10, atom 33 (H): 0.06, atom 34 (C): -0.08, atom 35 (C): -0.29, atom 36 (O): -0.14, atom 37 (H): 0.05, atom 38 (H): 0.04, atom 39 (H): 0.10, atom 40 (H): 0.10, atom 41 (H): 0.09, atom 42 (H): 0.10, atom 43 (C): -0.07, atom 44 (O): -0.18, atom 45 (H): 0.06, atom 46 (H): 0.10, atom 47 (H): 0.04, atom 48 (H): 0.02, atom 49 (C): -0.18, atom 50 (O): -0.13, atom 51 (H): 0.04, atom 52 (H): 0.09, atom 53 (H): 0.07, atom 54 (H): 0.02

Below is an isolated molecule of C5H7NO, with properties calculated with ωB97M-V with the def2-TZVPD basis set.

Properties
**Relative energy (zero: lowest compared OMol25 entry of this formula, charge and spin)**: 136.1 kJ/mol
**HOMO**: -9.0 eV
**Structure (SMILES)**: CC=C=NC(C)=O
**E**: -324.67263 Eh

Structure (ORCA input):
```
! wB97M-V def2-TZVPD RIJCOSX def2/J DEFGRID3
* xyz 0 1
C 0.5999 2.3068 -1.2966
C -0.2768 1.0803 -1.2756
C 0.1352 -0.0623 -0.7890
N 0.5528 -1.1258 -0.3379
C 0.4863 -1.3814 1.0653
C -0.7914 -2.0441 1.5138
O 1.4188 -1.1316 1.7807
H 1.5886 2.0845 -0.8859
H 0.7288 2.6885 -2.3147
H 0.1534 3.1027 -0.6904
H -1.3005 1.1387 -1.6359
H -0.9060 -1.8978 2.5888
H -0.7364 -3.1174 1.3032
H -1.6528 -1.6412 0.9743
*
```

Calculated atomic charges, method Löwdin, unit e: atom 1 (C): -0.10, atom 2 (C): -0.14, atom 3 (C): -0.10, atom 4 (N): 0.17, atom 5 (C): -0.50, atom 6 (C): 0.00, atom 7 (O): 0.10, atom 8 (H): 0.08, atom 9 (H): 0.07, atom 10 (H): 0.07, atom 11 (H): 0.10, atom 12 (H): 0.09, atom 13 (H): 0.09, atom 14 (H): 0.08

Below is a 12-piece molecular cluster, C58H95F5O7 overall in a non-equilibrium geometry, with properties calculated with ωB97M-V with the def2-TZVPD basis set.

Properties
**HOMO**: -8.9 eV
**Structure (SMILES)**: Fc1ccccc1.Fc1ccccc1.Fc1ccccc1.Fc1ccccc1.Fc1ccccc1.CCOCC.CCOCC.CCOCC.CCOCC.CCOCC.CCOCC.CCOCC
**E**: -3292.83535 Eh

Structure (ORCA input):
```
! wB97M-V def2-TZVPD RIJCOSX def2/J DEFGRID3
* xyz 0 1
F 8.3757 17.1215 14.4060
C 8.7971 17.1765 15.6644
C 8.5738 16.0808 16.5269
C 8.9510 16.2123 17.8507
C 9.5803 17.3821 18.2534
C 9.7930 18.4590 17.3901
C 9.3347 18.3914 16.1026
H 8.2044 15.1569 16.1070
H 8.7828 15.4339 18.5801
H 9.8848 17.4309 19.2884
H 10.3037 19.3711 17.6615
H 9.2996 19.2275 15.4198
F 6.8355 14.5209 10.9536
C 7.7046 15.2715 10.2560
C 8.6860 16.0104 10.8977
C 9.6353 16.7733 10.1558
C 9.4996 16.8076 8.7704
C 8.5310 16.1230 8.1069
C 7.6418 15.3175 8.8774
H 8.8287 15.9571 11.9669
H 10.4147 17.2740 10.7109
H 10.2300 17.3884 8.2268
H 8.3947 16.1443 7.0357
H 6.8588 14.8172 8.3269
F 20.5064 16.0563 11.3017
C 19.2247 15.9995 11.7306
C 18.8129 16.1412 13.0940
C 17.4735 16.0338 13.4113
C 16.4729 15.8554 12.4337
C 16.8928 15.6966 11.0987
C 18.2465 15.7831 10.7633
H 19.5036 16.2997 13.9089
H 17.1712 16.0769 14.4472
H 15.4348 15.6307 12.6292
H 16.2148 15.5951 10.2642
H 18.5593 15.5504 9.7561
F 15.1311 15.3774 16.1647
C 13.9528 15.4103 15.4924
C 13.6977 16.4490 14.5976
C 12.4746 16.4577 13.9730
C 11.5281 15.4685 14.2013
C 11.7780 14.4570 15.1447
C 12.9662 14.4378 15.8184
H 14.4230 17.2177 14.3752
H 12.3087 17.1805 13.1879
H 10.6041 15.4793 13.6423
H 11.0404 13.7021 15.3737
H 13.1912 13.6955 16.5699
F 15.5958 19.1956 14.5807
C 16.6522 19.3132 15.4198
C 16.9124 18.3110 16.3716
C 17.9226 18.4740 17.2971
C 18.6791 19.6454 17.3162
C 18.3683 20.6404 16.3693
C 17.3736 20.4648 15.3962
H 16.2586 17.4595 16.4900
H 18.1322 17.7460 18.0669
H 19.4747 19.7379 18.0406
H 18.9352 21.5574 16.4329
H 17.1583 21.2057 14.6405
C 8.5529 11.7296 16.8510
C 7.9323 11.8981 15.4955
O 8.9912 12.0185 14.5949
C 8.5425 12.2507 13.2628
C 9.8661 12.2642 12.4552
H 9.2775 12.5045 17.1010
H 7.7580 11.7596 17.5962
H 9.0300 10.7529 16.9319
H 7.3788 10.9901 15.2560
H 7.3620 12.8257 15.4466
H 7.8425 11.5018 12.8923
H 8.0810 13.2350 13.1832
H 9.8402 12.6128 11.4228
H 10.2627 11.2576 12.3229
H 10.6437 12.8850 12.9004
C 11.5227 23.0348 18.5845
C 11.8018 22.9017 17.0460
O 11.9558 21.5111 16.8283
C 12.4697 21.1780 15.5601
C 12.6156 19.6983 15.2988
H 12.1629 22.4641 19.2572
H 11.6682 24.0390 18.9825
H 10.5065 22.8015 18.9024
H 10.9170 23.1901 16.4786
H 12.6695 23.4918 16.7512
H 11.9089 21.6538 14.7556
H 13.4893 21.5620 15.5270
H 11.6375 19.2378 15.4378
H 13.2674 19.1894 16.0089
H 13.0019 19.5765 14.2869
C 15.8022 12.9680 19.7250
C 14.4881 13.3080 20.4142
O 13.4450 13.3148 19.4568
C 12.2423 13.6550 20.1072
C 11.2081 13.9556 19.0091
H 15.7240 11.9840 19.2628
H 16.0660 13.6430 18.9108
H 16.6757 12.9381 20.3763
H 14.3395 12.4799 21.1072
H 14.5649 14.1707 21.0760
H 11.9561 12.8393 20.7712
H 12.3656 14.5367 20.7361
H 10.2363 14.0336 19.4966
H 11.0306 13.2175 18.2269
H 11.4500 14.8777 18.4806
C 15.7264 11.9575 16.1139
C 17.1554 11.8044 16.5991
O 18.1855 11.4138 15.6880
C 18.4687 12.4258 14.6957
C 19.3793 11.7880 13.6865
H 15.2946 11.0762 15.6396
H 15.0409 12.1372 16.9421
H 15.5924 12.7942 15.4283
H 17.3893 12.7441 17.0994
H 17.1708 11.0912 17.4232
H 17.5942 12.8087 14.1697
H 19.0167 13.2496 15.1530
H 20.3259 11.5483 14.1708
H 19.5468 12.5074 12.8849
H 18.9301 10.8594 13.3343
C 13.2882 14.2622 10.9613
C 13.1967 15.5214 10.1344
O 13.7205 16.5922 10.9124
C 13.6837 17.8133 10.2646
C 14.1676 18.9213 11.2616
H 14.3064 13.8737 10.9821
H 12.8762 14.4423 11.9542
H 12.7047 13.4600 10.5095
H 13.7204 15.3044 9.2034
H 12.1542 15.6868 9.8624
H 14.3459 17.8094 9.3988
H 12.6793 18.0869 9.9414
H 15.0911 18.6221 11.7574
H 13.4789 19.2351 12.0460
H 14.4322 19.8497 10.7555
C 13.1205 9.9342 17.9755
C 12.3107 10.5069 16.8909
O 12.4777 9.6953 15.7384
C 11.5727 9.9432 14.7095
C 11.9520 9.0618 13.5261
H 13.1921 10.6107 18.8271
H 12.7684 8.9560 18.3030
H 14.1509 9.8367 17.6335
H 11.2795 10.6460 17.2158
H 12.7222 11.4831 16.6347
H 10.5258 9.8342 14.9926
H 11.6949 10.9858 14.4157
H 13.0352 9.0836 13.4059
H 11.5202 9.3541 12.5689
H 11.6771 8.0130 13.6382
C 8.9922 20.5488 12.3435
C 10.3790 19.9518 12.4655
O 11.0594 20.0979 11.1823
C 11.5425 21.4161 10.9244
C 11.8963 21.4926 9.4304
H 8.9188 21.6346 12.4043
H 8.6231 20.4090 11.3274
H 8.2515 20.1098 13.0118
H 10.9442 20.3514 13.3075
H 10.2392 18.8716 12.5064
H 10.7193 22.1245 11.0172
H 12.4275 21.6403 11.5198
H 11.9994 22.5190 9.0783
H 11.0348 21.0100 8.9688
H 12.7720 20.9023 9.1606
*
```

Results of the Löwdin charge analysis, in e, for atoms 1 through 99: atom 1 (F): 0.06, atom 2 (C): -0.28, atom 3 (C): 0.00, atom 4 (C): -0.10, atom 5 (C): -0.08, atom 6 (C): -0.07, atom 7 (C): -0.03, atom 8 (H): 0.10, atom 9 (H): 0.09, atom 10 (H): 0.10, atom 11 (H): 0.10, atom 12 (H): 0.11, atom 13 (F): 0.06, atom 14 (C): -0.29, atom 15 (C): 0.00, atom 16 (C): -0.06, atom 17 (C): -0.12, atom 18 (C): -0.07, atom 19 (C): -0.01, atom 20 (H): 0.09, atom 21 (H): 0.08, atom 22 (H): 0.10, atom 23 (H): 0.10, atom 24 (H): 0.11, atom 25 (F): 0.05, atom 26 (C): -0.25, atom 27 (C): -0.01, atom 28 (C): -0.09, atom 29 (C): -0.07, atom 30 (C): -0.07, atom 31 (C): -0.03, atom 32 (H): 0.11, atom 33 (H): 0.08, atom 34 (H): 0.08, atom 35 (H): 0.09, atom 36 (H): 0.11, atom 37 (F): 0.03, atom 38 (C): -0.23, atom 39 (C): -0.02, atom 40 (C): -0.09, atom 41 (C): -0.08, atom 42 (C): -0.07, atom 43 (C): -0.01, atom 44 (H): 0.10, atom 45 (H): 0.10, atom 46 (H): 0.09, atom 47 (H): 0.09, atom 48 (H): 0.09, atom 49 (F): 0.04, atom 50 (C): -0.27, atom 51 (C): -0.02, atom 52 (C): -0.09, atom 53 (C): -0.08, atom 54 (C): -0.07, atom 55 (C): -0.02, atom 56 (H): 0.09, atom 57 (H): 0.11, atom 58 (H): 0.10, atom 59 (H): 0.10, atom 60 (H): 0.12, atom 61 (C): -0.07, atom 62 (C): -0.29, atom 63 (O): -0.20, atom 64 (C): -0.23, atom 65 (C): -0.05, atom 66 (H): 0.05, atom 67 (H): 0.08, atom 68 (H): 0.07, atom 69 (H): 0.13, atom 70 (H): 0.11, atom 71 (H): 0.12, atom 72 (H): 0.10, atom 73 (H): 0.07, atom 74 (H): 0.05, atom 75 (H): 0.05, atom 76 (C): -0.07, atom 77 (C): -0.24, atom 78 (O): -0.17, atom 79 (C): -0.29, atom 80 (C): -0.08, atom 81 (H): 0.07, atom 82 (H): 0.06, atom 83 (H): 0.06, atom 84 (H): 0.11, atom 85 (H): 0.11, atom 86 (H): 0.11, atom 87 (H): 0.12, atom 88 (H): 0.05, atom 89 (H): 0.08, atom 90 (H): 0.06, atom 91 (C): -0.07, atom 92 (C): -0.28, atom 93 (O): -0.16, atom 94 (C): -0.27, atom 95 (C): -0.06, atom 96 (H): 0.06, atom 97 (H): 0.07, atom 98 (H): 0.08, atom 99 (H): 0.11

Below is an isolated molecule of C16H19N3O5S in a non-equilibrium geometry, with properties calculated with ωB97M-V with the def2-TZVPD basis set.

Properties
**Relative energy (zero: lowest compared OMol25 entry of this formula, charge and spin)**: 249.9 kJ/mol
**HOMO**: -7.9 eV
**Structure (SMILES)**: COc1ccc(OC)c(-c2nnc(SCC(=O)N3CCOCC3)o2)c1
**E**: -1559.70231 Eh

Structure (ORCA input):
```
! wB97M-V def2-TZVPD RIJCOSX def2/J DEFGRID3
* xyz 0 1
C 5.5702 -3.4667 -1.9399
O 4.7907 -4.4996 -1.3822
C 3.5225 -4.2057 -0.9899
C 2.7875 -5.2580 -0.4389
C 1.4912 -5.0719 -0.0075
C 0.8749 -3.8263 -0.1081
O -0.3943 -3.5586 0.2902
C -1.1627 -4.5945 0.8519
C 1.6122 -2.7663 -0.6617
C 1.0598 -1.4430 -0.8052
N 1.6721 -0.4167 -1.3233
N 0.8306 0.6265 -1.2809
C -0.2619 0.1905 -0.7314
S -1.7213 1.0598 -0.4352
C -1.1219 2.7588 -0.7673
C -0.9297 3.5509 0.5192
O 0.1742 3.9339 0.8487
N -2.0288 3.7895 1.2666
C -3.4057 3.4921 0.9459
C -4.1839 4.8123 0.8357
O -4.0826 5.5640 2.0202
C -2.7363 5.8598 2.3236
C -1.9118 4.5795 2.4786
O -0.1950 -1.1115 -0.4044
C 2.9243 -2.9615 -1.0973
H 6.5325 -3.9194 -2.1729
H 5.7156 -2.6469 -1.2301
H 5.1197 -3.0759 -2.8572
H 3.2572 -6.2251 -0.3568
H 0.9602 -5.9112 0.4117
H -1.3111 -5.4156 0.1433
H -2.1256 -4.1451 1.0891
H -0.7077 -4.9810 1.7695
H -0.1539 2.6516 -1.2557
H -1.8362 3.2352 -1.4376
H -3.4929 2.9263 0.0217
H -3.8303 2.8951 1.7614
H -5.2471 4.6194 0.6849
H -3.7938 5.3945 -0.0143
H -2.7513 6.4258 3.2556
H -2.2994 6.4802 1.5265
H -0.8583 4.8115 2.6353
H -2.2946 3.9942 3.3214
H 3.4310 -2.1061 -1.5108
*
```

Calculated atomic charges, method Löwdin, unit e: atom 1 (C): -0.08, atom 2 (O): -0.08, atom 3 (C): -0.27, atom 4 (C): 0.01, atom 5 (C): -0.01, atom 6 (C): -0.22, atom 7 (O): -0.08, atom 8 (C): -0.07, atom 9 (C): -0.07, atom 10 (C): -0.26, atom 11 (N): 0.10, atom 12 (N): 0.05, atom 13 (C): -0.67, atom 14 (S): 1.02, atom 15 (C): -0.32, atom 16 (C): -0.52, atom 17 (O): 0.07, atom 18 (N): -0.07, atom 19 (C): -0.14, atom 20 (C): -0.18, atom 21 (O): -0.13, atom 22 (C): -0.18, atom 23 (C): -0.10, atom 24 (O): 0.09, atom 25 (C): 0.05, atom 26 (H): 0.09, atom 27 (H): 0.10, atom 28 (H): 0.10, atom 29 (H): 0.12, atom 30 (H): 0.11, atom 31 (H): 0.10, atom 32 (H): 0.10, atom 33 (H): 0.10, atom 34 (H): 0.07, atom 35 (H): 0.08, atom 36 (H): 0.09, atom 37 (H): 0.14, atom 38 (H): 0.13, atom 39 (H): 0.13, atom 40 (H): 0.13, atom 41 (H): 0.13, atom 42 (H): 0.13, atom 43 (H): 0.14, atom 44 (H): 0.11

What is the formula in the second record?
C5H7NO